No. 1
{
  "formula": "C22H22N5OPtSe4",
  "method": "the ωB97M-V functional and the def2-TZVPD basis",
  "species": ["Pt", "C", "C", "C", "C", "N", "C", "N", "C", "N", "C", "N", "C", "C", "C", "C", "C", "N", "C", "C", "C", "C", "C", "C", "H", "H", "H", "H", "H", "H", "H", "H", "H", "H", "H", "H", "Se", "Se", "Se", "Se", "C", "C", "O", "C", "C", "H", "H", "H", "H", "H", "H", "H", "H", "H", "H"],
  "positions_angstrom": [[-0.618726, 0.604467, -0.606421], [0.142049, 4.654807, 0.383886], [-0.860644, 4.965385, 1.302404], [-1.599385, 3.944546, 1.847052], [-1.355123, 2.613964, 1.474343], [-0.527145, 2.356741, 0.436786], [0.250314, 3.355789, -0.039536], [-1.878532, 1.646307, 2.299825], [-1.590699, 0.395962, 2.190934], [-1.001313, -0.266152, 1.138991], [-0.976637, -1.613447, 1.381919], [-0.615383, -2.552863, 0.590958], [-0.365955, -2.415162, -0.757914], [-0.021397, -3.620842, -1.391813], [0.112388, -3.695678, -2.751049], [-0.126090, -2.544059, -3.497969], [-0.427612, -1.387140, -2.833513], [-0.512328, -1.277587, -1.486415], [-1.501006, -1.838454, 2.744701], [-1.660682, -2.994283, 3.480784], [-2.224580, -2.864814, 4.746505], [-2.596977, -1.618780, 5.248859], [-2.434226, -0.460066, 4.496143], [-1.895425, -0.602873, 3.233536], [0.813464, 5.404055, -0.008732], [-1.028653, 5.988533, 1.611312], [-2.337579, 4.107773, 2.618903], [0.984623, 3.063840, -0.777958], [0.099504, -4.480883, -0.750442], [0.374527, -4.628190, -3.232608], [-0.071889, -2.538271, -4.576699], [-0.624576, -0.501283, -3.410649], [-1.350326, -3.953380, 3.089280], [-2.373910, -3.747121, 5.354322], [-3.014442, -1.552791, 6.244618], [-2.712409, 0.512920, 4.877488], [-3.605676, 0.461428, -0.880683], [-3.754857, 2.609616, -0.959002], [-2.054360, 3.526942, -2.123569], [-0.959867, 1.743241, -2.720224], [2.586945, 0.107700, -4.041088], [3.089265, 0.656334, -2.726199], [2.187597, 0.297912, -1.680417], [2.826400, 0.205614, -0.406801], [3.616597, -1.079009, -0.242857], [3.318186, 0.298741, -4.827138], [1.644754, 0.572454, -4.337652], [2.438193, -0.969831, -3.964456], [3.175787, 1.748998, -2.764744], [4.084589, 0.257099, -2.517333], [2.022573, 0.232567, 0.332396], [3.461824, 1.084011, -0.244430], [2.978413, -1.942495, -0.436010], [3.993787, -1.147455, 0.778726], [4.476626, -1.124839, -0.910352]],
  "atomic_forces_ev_per_a": [[-0.45, -0.63, 0.56], [0.07, -0.02, 0.04], [-0.05, 0.00, 0.03], [0.01, 0.07, 0.03], [0.18, -0.23, 0.30], [-0.06, 0.09, -0.18], [0.20, -0.05, 0.02], [-0.05, 0.21, -0.16], [0.04, -0.26, -0.18], [0.21, -0.02, 0.48], [0.10, 0.04, 0.06], [-0.05, -0.01, -0.06], [0.00, 0.07, 0.06], [0.03, -0.01, 0.07], [0.03, 0.03, -0.07], [0.01, -0.05, 0.05], [0.06, -0.04, -0.01], [-0.08, -0.02, 0.00], [-0.01, -0.09, -0.03], [0.03, 0.03, 0.00], [0.00, 0.03, 0.01], [0.02, -0.02, 0.00], [-0.03, 0.00, -0.03], [0.00, 0.07, 0.05], [-0.03, 0.01, -0.03], [0.01, -0.01, 0.02], [0.04, 0.01, 0.03], [-0.10, -0.02, -0.11], [-0.01, 0.00, 0.00], [-0.01, 0.00, 0.01], [-0.01, 0.01, 0.00], [0.05, 0.05, 0.01], [-0.03, 0.00, -0.01], [0.02, 0.01, 0.02], [-0.02, -0.01, -0.01], [-0.03, -0.01, -0.01], [0.32, 0.23, -0.39], [-1.48, -0.02, 1.06], [-0.26, 1.21, -0.40], [1.32, -0.67, -1.31], [0.00, 0.00, -0.02], [-0.05, 0.07, -0.01], [0.11, -0.02, 0.06], [-0.05, -0.08, -0.07], [0.03, 0.04, 0.06], [-0.03, 0.02, -0.01], [-0.01, 0.00, 0.03], [0.01, 0.00, -0.01], [0.02, 0.00, 0.00], [-0.01, -0.02, 0.01], [0.00, 0.06, 0.01], [0.00, 0.01, 0.01], [-0.01, 0.00, 0.01], [0.00, -0.03, 0.00], [-0.02, -0.02, -0.02]],
  "nbo_charge": [0.83, -0.27, -0.13, -0.24, 0.39, -0.51, 0.05, -0.53, 0.48, -0.66, 0.48, -0.51, 0.38, -0.22, -0.13, -0.26, 0.07, -0.49, -0.10, -0.15, -0.18, -0.18, -0.18, -0.03, 0.25, 0.24, 0.25, 0.23, 0.25, 0.24, 0.24, 0.21, 0.24, 0.23, 0.23, 0.24, 0.04, 0.28, 0.16, -0.23, -0.62, -0.06, -0.58, -0.06, -0.64, 0.23, 0.20, 0.21, 0.17, 0.18, 0.18, 0.17, 0.21, 0.22, 0.21],
  "multiplicity": 1,
  "total_charge": 1,
  "de_lowest_kj_mol": 50.41,
  "e_homo_ev": [-10.95, -10.95],
  "homo_lumo_gap_ev": [5.2, 5.2],
  "energy_ha": -10925.4454
}


No. 2
{
  "formula": "C22H22N7OPtS2",
  "method": "the ωB97M-V functional and the def2-TZVPD basis",
  "species": ["Pt", "C", "N", "C", "C", "N", "C", "S", "C", "C", "C", "C", "C", "N", "H", "H", "H", "H", "H", "H", "H", "H", "H", "O", "C", "C", "C", "C", "C", "C", "C", "N", "C", "C", "N", "H", "H", "H", "H", "H", "H", "H", "C", "N", "C", "C", "N", "C", "S", "H", "H", "H", "H", "H", "H"],
  "positions_angstrom": [[-0.212906, 0.044229, 0.084877], [-4.114336, -3.371018, 0.190516], [-4.153704, -1.916756, 0.133562], [-5.265350, -1.124320, 0.357466], [-4.871680, 0.152810, 0.289871], [-3.493163, 0.150984, 0.035954], [-3.066733, -1.149150, -0.060970], [-1.548869, -1.793905, -0.432824], [-2.755743, 1.348997, -0.153641], [-3.272764, 2.545103, 0.312974], [-2.706374, 3.726329, -0.140388], [-1.659294, 3.679209, -1.045311], [-1.130718, 2.443328, -1.352926], [-1.639748, 1.292469, -0.893291], [-5.132963, -3.737340, 0.275357], [-3.529005, -3.691099, 1.051127], [-3.656855, -3.763740, -0.714887], [-6.242778, -1.544477, 0.511069], [-5.442417, 1.058221, 0.353571], [-4.097197, 2.553520, 1.008753], [-3.096390, 4.674121, 0.205473], [-1.222836, 4.575564, -1.460312], [-0.260052, 2.340432, -1.986597], [0.939245, -1.083777, 1.216164], [2.193661, -1.471237, 1.068499], [2.831951, -1.872078, 2.260850], [4.111200, -2.374315, 2.276540], [4.833410, -2.499272, 1.089417], [4.225691, -2.120824, -0.085634], [2.917814, -1.607785, -0.129606], [2.355451, -1.332034, -1.455103], [1.596419, -0.315868, -1.824983], [1.312367, -0.502134, -3.161718], [1.916400, -1.633546, -3.606960], [2.576094, -2.147959, -2.517063], [2.257667, -1.775766, 3.172494], [4.555983, -2.673317, 3.217323], [5.847942, -2.872095, 1.091032], [4.786009, -2.185433, -1.011748], [0.693112, 0.188251, -3.708849], [1.926949, -2.116812, -4.567178], [3.095974, -3.008044, -2.485154], [2.673483, 4.568971, 0.705886], [2.694108, 3.523920, -0.304802], [3.480624, 3.535245, -1.447112], [3.261636, 2.372651, -2.092046], [2.350596, 1.660689, -1.340249], [2.014143, 2.361816, -0.246747], [0.945679, 1.875008, 1.006703], [2.412028, 5.520800, 0.247423], [3.649932, 4.647517, 1.179927], [1.931596, 4.311360, 1.456277], [4.118333, 4.366659, -1.687571], [3.670712, 1.990679, -3.009452], [1.994067, 0.696814, -1.523185]],
  "atomic_forces_ev_per_a": [[-0.32, 0.25, -0.10], [0.01, 0.01, -0.04], [0.02, 0.01, 0.11], [-0.05, 0.00, -0.10], [0.07, 0.00, 0.04], [0.11, -0.06, 0.34], [-0.09, 0.10, -0.27], [0.15, 0.00, 0.18], [-0.22, -0.04, -0.31], [-0.05, -0.02, -0.12], [0.02, -0.02, 0.01], [-0.08, 0.00, -0.05], [0.02, 0.00, -0.11], [0.20, 0.08, 0.61], [0.00, 0.00, 0.00], [0.01, 0.00, -0.01], [-0.03, 0.00, -0.01], [0.01, -0.01, 0.03], [-0.01, -0.01, 0.02], [-0.01, 0.04, -0.01], [0.00, 0.00, 0.00], [0.00, 0.00, 0.01], [0.10, 0.02, 0.12], [0.04, -0.37, 0.14], [-0.27, 0.12, 0.18], [0.07, -0.02, 0.06], [-0.12, 0.02, 0.01], [-0.04, 0.04, -0.14], [0.18, 0.01, 0.01], [0.09, 0.11, -0.31], [0.20, -0.77, 0.32], [-1.64, -6.48, -2.22], [-0.10, -0.18, -0.42], [-0.14, 0.15, 0.02], [-0.15, 0.15, 0.17], [0.00, 0.01, 0.00], [0.00, 0.02, 0.00], [-0.01, -0.01, -0.02], [0.01, -0.01, -0.02], [0.02, 0.03, -0.02], [-0.01, 0.03, -0.01], [-0.01, -0.04, 0.06], [0.02, 0.00, -0.07], [0.11, 0.31, 0.23], [0.12, 0.25, 0.01], [-0.29, 0.09, 0.50], [2.15, 5.81, 1.49], [0.58, -0.08, -0.95], [-0.21, -0.06, 0.04], [0.00, 0.01, 0.01], [0.00, 0.01, 0.02], [-0.01, 0.01, 0.00], [0.00, 0.05, 0.05], [0.02, -0.01, -0.04], [-0.49, 0.45, 0.54]],
  "nbo_charge": [0.69, -0.41, -0.34, -0.03, -0.07, -0.38, 0.28, -0.06, 0.42, -0.27, -0.10, -0.26, 0.12, -0.49, 0.23, 0.24, 0.23, 0.25, 0.25, 0.24, 0.24, 0.24, 0.22, -0.70, 0.38, -0.26, -0.16, -0.28, -0.11, -0.26, 0.43, -0.54, -0.09, -0.07, -0.50, 0.23, 0.22, 0.22, 0.20, 0.22, 0.24, 0.44, -0.41, -0.35, -0.08, -0.07, -0.53, 0.26, -0.16, 0.21, 0.22, 0.24, 0.23, 0.23, 0.39],
  "multiplicity": 1,
  "total_charge": 1,
  "de_lowest_kj_mol": 193.34,
  "e_homo_ev": -9.79,
  "homo_lumo_gap_ev": 6.6,
  "energy_ha": -2225.5986
}